Record 1
This record from the Open Molecules 2025 dataset describes 5 unconnected molecules or ions with the total composition C42H75N8O6P2 at a distorted geometry. The level of theory is wB97M-V/def2-TZVPD.

Last column: Mulliken charge in e.
Geometry (Å):
C: -2.516 4.179 0.708  -0.954
C: -2.005 3.542 1.999  -0.594
O: -1.441 2.256 1.759  0.045
C: -0.060 2.124 2.017  -1.708
C: 0.787 2.565 0.831  0.774
O: 1.093 1.385 0.082  -0.287
C: 1.829 1.471 -1.118  1.421
C: 3.326 1.752 -0.963  -1.487
C: 4.266 0.612 -0.521  -0.008
C: 4.782 0.685 0.923  -0.836
C: 3.699 1.010 1.910  0.366
O: 3.453 2.117 2.330  -0.628
O: 2.998 -0.082 2.275  -0.446
C: 1.265 2.489 -2.149  -1.035
C: 1.427 4.001 -1.900  -0.929
C: 2.476 4.694 -2.798  -0.726
C: 3.424 5.634 -2.033  -1.305
C: 4.759 5.028 -1.587  -0.108
N: 4.873 4.967 -0.121  -0.711
C: -0.166 2.020 -2.373  0.882
P: -1.074 2.543 -3.921  -0.151
C: 0.165 2.679 -5.242  -0.928
O: -1.796 1.132 -4.330  -0.536
N: -0.006 0.508 -2.245  0.858
C: 1.406 0.146 -1.825  -0.465
C: 1.261 -1.084 -0.900  -0.148
C: 0.972 -2.432 -1.615  -1.083
C: 2.136 -3.397 -1.539  0.077
O: 2.627 -3.930 -2.497  -0.504
N: 2.563 -3.617 -0.178  0.018
C: 3.972 -3.672 0.064  0.668
C: 4.880 -2.966 -0.707  0.009
C: 6.232 -3.016 -0.419  -0.846
C: 6.692 -3.770 0.644  -0.583
C: 5.779 -4.459 1.423  -0.630
C: 4.432 -4.414 1.139  -0.898
P: 2.289 -0.303 -3.393  0.442
N: 1.200 -0.633 -4.474  -0.859
H: -1.800 4.893 0.295  0.348
H: -2.697 3.418 -0.051  0.046
H: -3.439 4.730 0.882  0.296
H: -1.270 4.197 2.474  0.469
H: -2.831 3.418 2.700  0.504
H: 0.236 2.680 2.910  0.497
H: 0.098 1.057 2.185  0.098
H: 0.155 3.218 0.226  0.199
H: 1.682 3.111 1.127  0.026
H: 3.443 2.593 -0.276  0.233
H: 3.687 2.112 -1.926  0.458
H: 5.146 0.650 -1.164  0.464
H: 3.836 -0.372 -0.669  -1.217
H: 5.202 -0.286 1.195  0.522
H: 5.576 1.420 1.034  0.429
H: 2.281 0.213 2.856  0.440
H: 1.758 2.305 -3.107  0.451
H: 0.455 4.478 -2.038  0.742
H: 1.698 4.192 -0.864  0.333
H: 3.064 3.952 -3.341  0.331
H: 1.941 5.315 -3.516  0.473
H: 2.905 6.040 -1.161  0.511
H: 3.621 6.496 -2.670  0.429
H: 5.582 5.640 -1.956  0.399
H: 4.885 4.040 -2.047  0.129
H: 3.961 4.883 0.309  0.207
H: 5.420 4.174 0.186  0.297
H: -0.787 2.347 -1.539  -0.455
H: 1.136 2.225 -5.053  0.203
H: 0.287 3.726 -5.508  0.356
H: -0.266 2.161 -6.102  0.381
H: -2.511 0.963 -3.692  0.407
H: -0.658 0.226 -1.513  0.470
H: -0.288 -0.014 -3.097  1.035
H: 0.467 -0.876 -0.187  0.392
H: 2.147 -1.217 -0.285  0.048
H: 0.162 -2.923 -1.069  0.524
H: 0.647 -2.341 -2.652  0.413
H: 2.189 -4.525 0.090  0.403
H: 4.539 -2.382 -1.550  0.354
H: 6.916 -2.470 -1.055  0.403
H: 7.751 -3.819 0.848  0.405
H: 6.124 -5.040 2.268  0.499
H: 3.741 -4.957 1.772  0.602
H: 3.072 -1.401 -3.023  -0.030
H: 3.153 0.760 -3.687  0.096
H: 1.270 -0.085 -5.321  0.259
C: -3.692 -0.059 1.549  -0.950
C: -4.541 1.136 1.135  0.292
C: -5.484 0.835 -0.038  -0.542
C: -4.743 0.559 -1.263  0.358
N: -4.137 0.399 -2.225  -0.594
H: -3.020 -0.376 0.747  0.110
H: -3.083 0.194 2.416  0.211
H: -4.324 -0.909 1.815  0.415
H: -3.890 1.973 0.877  -0.434
H: -5.151 1.456 1.980  0.354
H: -6.146 1.677 -0.230  0.346
H: -6.130 -0.015 0.186  0.379
C: -2.451 -1.392 5.699  -1.051
C: -3.625 -2.043 6.420  -0.469
C: -4.937 -1.921 5.639  -0.344
C: -5.376 -0.532 5.512  0.241
N: -5.700 0.564 5.413  -0.461
H: -2.604 -0.318 5.587  0.296
H: -1.527 -1.541 6.258  0.370
H: -2.315 -1.824 4.705  0.267
H: -3.748 -1.596 7.408  0.303
H: -3.421 -3.103 6.575  0.318
H: -5.730 -2.486 6.132  0.310
H: -4.822 -2.343 4.638  0.236
C: -7.527 2.400 -4.888  -1.086
C: -8.237 1.058 -4.757  -0.402
C: -9.331 1.067 -3.683  -0.483
C: -8.780 1.262 -2.344  0.286
N: -8.340 1.402 -1.294  -0.439
H: -7.000 2.661 -3.969  0.293
H: -6.794 2.369 -5.694  0.313
H: -8.236 3.199 -5.111  0.324
H: -7.510 0.276 -4.530  0.289
H: -8.702 0.793 -5.707  0.313
H: -9.880 0.124 -3.691  0.280
H: -10.054 1.859 -3.881  0.293
C: 0.953 -7.363 3.847  -0.902
C: 1.654 -8.716 3.882  -0.403
C: 2.876 -8.727 4.806  -0.521
C: 3.936 -7.841 4.328  0.333
N: 4.769 -7.154 3.940  -0.419
H: 1.609 -6.589 3.444  0.135
H: 0.062 -7.409 3.221  0.320
H: 0.645 -7.056 4.848  0.311
H: 1.958 -9.003 2.874  0.289
H: 0.959 -9.481 4.232  0.302
H: 3.285 -9.736 4.883  0.286
H: 2.594 -8.421 5.815  0.281

## Properties
charge = +1
spin multiplicity = 1

Record 2
This record from the Open Molecules 2025 dataset describes 10 unconnected molecules or ions with the total composition C42H77Cl2F6N14P at a distorted geometry. The level of theory is wB97M-V/def2-TZVPD.

Last column: Mulliken charge in e.
Geometry (Å):
C: 21.863 31.100 15.678  -1.306
C: 21.501 31.893 16.962  -0.168
N: 21.939 31.306 18.155  0.162
C: 22.505 32.024 19.239  -0.278
C: 22.886 31.065 20.154  -0.472
N: 22.549 29.816 19.697  0.140
C: 22.005 29.956 18.450  -0.123
C: 22.778 28.565 20.295  -0.758
H: 21.340 30.152 15.550  0.355
H: 22.894 30.745 15.706  0.416
H: 21.850 31.657 14.741  0.349
H: 20.412 31.939 16.975  0.218
H: 21.973 32.871 16.863  0.331
H: 22.667 33.085 19.121  0.415
H: 23.283 31.218 21.147  0.435
H: 21.705 29.096 17.870  0.304
H: 22.415 28.585 21.323  0.354
H: 23.852 28.413 20.401  0.366
H: 22.261 27.796 19.721  0.259
C: 6.411 27.255 11.921  -1.072
C: 5.983 27.710 13.305  -0.439
N: 4.525 27.508 13.400  0.148
C: 3.791 26.341 13.663  -0.236
C: 2.421 26.744 13.432  -0.314
N: 2.300 27.945 12.796  0.188
C: 3.579 28.522 12.827  -0.337
C: 1.112 28.439 12.229  -0.871
H: 5.819 27.638 11.090  0.341
H: 6.209 26.185 11.875  0.311
H: 7.398 27.493 11.524  0.371
H: 6.156 28.783 13.382  0.355
H: 6.632 27.136 13.967  0.299
H: 4.343 25.427 13.827  0.443
H: 1.582 26.073 13.540  0.390
H: 3.901 29.398 12.283  0.367
H: 1.065 29.491 12.510  0.399
H: 0.296 27.974 12.782  0.335
H: 1.042 28.147 11.181  0.321
C: 16.478 33.257 24.711  -0.968
C: 17.191 31.932 24.706  -0.649
N: 17.820 31.569 25.948  0.194
C: 18.991 32.103 26.456  -0.217
C: 19.351 31.549 27.728  -0.494
N: 18.293 30.610 27.903  0.048
C: 17.324 30.619 26.879  -0.024
C: 18.281 29.779 29.185  -0.801
H: 17.014 34.108 25.133  0.340
H: 15.530 33.205 25.247  0.324
H: 16.347 33.377 23.636  0.327
H: 17.959 31.947 23.933  0.352
H: 16.448 31.216 24.356  0.350
H: 19.452 32.841 25.815  0.412
H: 20.149 31.721 28.435  0.445
H: 16.465 29.969 26.798  0.388
H: 17.403 29.133 29.198  0.305
H: 18.182 30.455 30.035  0.333
H: 19.275 29.336 29.136  0.331
C: 14.738 38.491 2.615  -1.031
C: 13.496 38.899 3.417  -0.610
N: 12.952 37.748 4.096  0.207
C: 11.946 36.978 3.527  -0.386
C: 11.687 35.933 4.436  -0.397
N: 12.322 36.298 5.610  0.115
C: 13.022 37.485 5.416  -0.008
C: 12.152 35.556 6.811  -0.764
H: 15.401 37.923 3.268  0.328
H: 15.192 39.405 2.232  0.347
H: 14.533 37.965 1.683  0.336
H: 12.728 39.534 2.975  0.460
H: 13.897 39.517 4.220  0.271
H: 11.607 37.172 2.520  0.431
H: 10.943 35.151 4.417  0.389
H: 13.492 38.047 6.209  0.360
H: 12.789 34.685 6.656  0.365
H: 11.126 35.191 6.862  0.283
H: 12.471 36.065 7.721  0.306
C: 25.846 19.775 2.550  -1.022
C: 26.277 20.678 3.698  -0.563
N: 25.149 21.232 4.475  0.129
C: 24.323 20.535 5.499  -0.506
C: 23.384 21.427 5.882  -0.259
N: 23.598 22.665 5.180  0.108
C: 24.620 22.470 4.334  -0.018
C: 22.828 23.909 5.348  -0.856
H: 24.879 19.285 2.659  0.345
H: 26.468 18.895 2.381  0.347
H: 25.712 20.436 1.694  0.324
H: 26.947 21.460 3.342  0.366
H: 26.887 20.125 4.412  0.354
H: 24.499 19.488 5.692  0.441
H: 22.507 21.442 6.512  0.422
H: 25.084 23.220 3.710  0.384
H: 23.297 24.665 5.978  0.289
H: 21.846 23.551 5.658  0.322
H: 22.578 24.328 4.373  0.394
C: 15.197 27.101 12.721  -1.241
C: 14.485 26.467 13.990  -0.288
N: 13.818 27.494 14.772  0.177
C: 13.571 28.888 14.538  -0.203
C: 12.883 29.411 15.645  -0.510
N: 12.653 28.353 16.472  0.091
C: 13.333 27.183 16.038  -0.189
C: 11.979 28.611 17.731  -0.857
H: 15.618 26.283 12.137  0.358
H: 16.049 27.725 12.993  0.372
H: 14.582 27.817 12.175  0.340
H: 15.012 25.765 14.635  0.397
H: 13.664 25.843 13.637  0.339
H: 13.821 29.303 13.573  0.317
H: 12.427 30.374 15.823  0.474
H: 13.460 26.231 16.532  0.377
H: 10.935 28.739 17.445  0.383
H: 12.302 29.503 18.267  0.324
H: 12.042 27.702 18.329  0.337
C: 20.262 32.894 6.422  -1.076
C: 21.237 34.044 6.028  -0.409
N: 22.528 34.037 6.641  0.202
C: 23.590 33.188 6.351  -0.455
C: 24.650 33.487 7.167  -0.303
N: 24.273 34.594 7.860  0.087
C: 22.997 34.969 7.482  -0.075
C: 25.136 35.365 8.701  -0.852
H: 20.303 32.192 5.588  0.321
H: 19.193 33.102 6.446  0.353
H: 20.421 32.392 7.376  0.349
H: 20.843 35.003 6.365  0.209
H: 21.304 34.110 4.942  0.416
H: 23.506 32.416 5.601  0.413
H: 25.633 33.060 7.301  0.456
H: 22.340 35.736 7.866  0.345
H: 24.736 36.365 8.868  0.313
H: 26.169 35.398 8.354  0.336
H: 25.159 34.803 9.635  0.370
Cl: 7.037 34.299 15.740  -0.998
Cl: 15.540 25.757 22.393  -0.994
P: 9.975 20.014 16.135  1.136
F: 9.860 21.256 15.050  -0.369
F: 10.235 19.086 14.835  -0.347
F: 11.542 20.250 16.383  -0.335
F: 10.110 18.578 17.010  -0.383
F: 9.646 20.805 17.559  -0.355
F: 8.378 19.730 15.993  -0.347

## Properties
charge = +4
spin multiplicity = 1

Record 3
This record from the Open Molecules 2025 dataset describes 7 unconnected molecules or ions with the total composition C42H77IN7O9PS at a distorted geometry. The level of theory is wB97M-V/def2-TZVPD.

Last column: Mulliken charge in e.
Geometry (Å):
C: -3.778 5.327 -5.891  -1.255
C: -3.452 5.205 -4.385  -0.585
C: -4.560 4.519 -3.545  0.391
C: -4.985 5.356 -2.306  -2.348
C: -4.232 3.096 -3.129  0.376
C: -4.916 2.026 -3.668  -0.721
I: -6.460 2.321 -5.109  0.009
C: -4.671 0.721 -3.300  1.153
P: -5.590 -0.709 -3.983  0.665
N: -5.292 -0.931 -5.515  -0.752
C: -3.715 0.442 -2.359  -1.227
C: -3.038 1.485 -1.805  0.504
C: -3.263 2.791 -2.168  -0.217
C: -2.408 3.819 -1.471  0.669
O: -2.029 4.868 -1.952  -0.613
C: -1.955 3.466 -0.062  0.465
S: -1.666 4.878 0.996  -0.172
C: -1.758 2.200 0.307  0.181
C: -1.312 1.801 1.696  -1.936
C: 0.224 1.649 1.855  -0.533
C: 0.720 0.286 1.312  -0.290
C: 1.821 -0.378 2.161  -0.734
C: 1.796 -1.902 1.889  -0.976
C: 2.042 -2.248 0.406  -0.053
C: 3.291 -3.124 0.213  0.083
C: 3.401 -3.737 -1.198  -0.917
C: 4.307 -2.923 -2.130  -0.153
O: 5.568 -3.577 -2.278  -0.357
C: 6.226 -3.223 -3.479  -0.572
C: -2.016 1.152 -0.733  0.115
O: -1.490 0.055 -0.739  -0.619
H: -4.611 4.698 -6.212  0.261
H: -2.893 5.023 -6.459  0.348
H: -3.976 6.355 -6.198  0.310
H: -2.470 4.771 -4.224  0.367
H: -3.364 6.225 -3.995  0.421
H: -5.448 4.505 -4.174  0.761
H: -5.568 4.729 -1.623  0.433
H: -4.143 5.830 -1.812  0.357
H: -5.692 6.111 -2.665  0.450
H: -6.963 -0.419 -3.806  -0.065
H: -5.233 -1.829 -3.194  0.045
H: -4.618 -0.242 -5.830  0.287
H: -3.522 -0.586 -2.081  0.433
H: -2.540 4.824 2.024  0.149
H: -1.655 2.536 2.423  0.556
H: -1.835 0.869 1.938  0.446
H: 0.428 1.704 2.928  0.427
H: 0.713 2.498 1.372  0.408
H: -0.141 -0.383 1.270  0.266
H: 1.030 0.419 0.274  0.177
H: 2.801 -0.003 1.847  0.208
H: 1.602 -0.183 3.214  0.438
H: 0.780 -2.222 2.146  0.364
H: 2.497 -2.429 2.540  0.433
H: 2.184 -1.344 -0.195  -0.012
H: 1.177 -2.768 -0.019  0.342
H: 4.168 -2.477 0.336  0.237
H: 3.288 -3.914 0.974  -0.337
H: 3.899 -4.706 -1.082  0.356
H: 2.429 -3.934 -1.658  0.485
H: 3.840 -2.772 -3.112  0.385
H: 4.482 -1.936 -1.680  0.076
H: 7.299 -3.154 -3.292  0.239
H: 6.016 -3.989 -4.238  0.276
H: 5.870 -2.262 -3.867  0.136
C: 5.138 1.531 -1.901  0.195
O: 4.464 0.657 -1.388  -0.653
N: 5.234 1.748 -3.229  0.127
C: 6.057 2.809 -3.774  -0.973
C: 4.488 0.891 -4.133  -0.596
H: 5.736 2.234 -1.301  0.226
H: 5.435 3.500 -4.349  0.339
H: 6.818 2.384 -4.432  0.344
H: 6.547 3.358 -2.973  0.320
H: 3.422 0.963 -3.913  0.276
H: 4.796 -0.146 -3.996  -0.064
H: 4.668 1.191 -5.163  0.392
C: -10.030 -0.033 -1.956  0.099
O: -8.881 -0.088 -1.557  -0.567
N: -10.532 0.959 -2.715  0.133
C: -11.909 0.968 -3.167  -0.940
C: -9.652 2.054 -3.090  -0.587
H: -10.769 -0.817 -1.723  0.275
H: -11.938 0.975 -4.259  0.334
H: -12.414 1.859 -2.791  0.325
H: -12.433 0.085 -2.806  0.307
H: -8.802 1.659 -3.644  -0.084
H: -9.276 2.544 -2.191  0.310
H: -10.190 2.775 -3.702  0.368
C: 7.382 2.264 0.699  0.339
O: 6.594 3.191 0.676  -0.660
N: 8.211 1.978 1.718  0.100
C: 9.127 0.855 1.676  -0.921
C: 8.181 2.824 2.899  -0.958
H: 7.483 1.564 -0.149  0.130
H: 8.906 0.169 2.496  0.334
H: 10.153 1.213 1.777  0.336
H: 9.030 0.321 0.733  0.316
H: 7.181 2.812 3.335  0.296
H: 8.421 3.851 2.621  0.296
H: 8.902 2.467 3.630  0.386
C: 3.101 -6.355 2.874  0.072
O: 2.768 -5.181 2.884  -0.627
N: 4.170 -6.857 3.508  0.188
C: 4.516 -8.272 3.460  -0.944
C: 5.012 -5.953 4.270  -1.016
H: 2.526 -7.119 2.323  0.331
H: 4.516 -8.687 4.474  0.473
H: 5.511 -8.385 3.021  0.344
H: 3.796 -8.817 2.853  0.266
H: 4.421 -5.470 5.050  0.298
H: 5.410 -5.179 3.613  0.300
H: 5.831 -6.506 4.723  0.392
C: 3.804 -10.588 6.777  0.123
O: 4.150 -9.831 5.886  -0.648
N: 3.059 -10.232 7.835  0.100
C: 2.677 -11.178 8.865  -0.903
C: 2.623 -8.848 7.947  -0.911
H: 4.084 -11.654 6.780  0.249
H: 1.588 -11.241 8.921  0.334
H: 3.066 -10.848 9.830  0.334
H: 3.076 -12.165 8.641  0.288
H: 2.023 -8.581 7.076  0.285
H: 3.492 -8.191 7.979  0.284
H: 2.033 -8.718 8.850  0.371
C: -6.043 8.204 2.416  0.113
O: -7.126 8.565 2.831  -0.584
N: -5.797 7.796 1.156  0.133
C: -4.478 7.375 0.721  -0.737
C: -6.893 7.778 0.203  -0.747
H: -5.147 8.181 3.061  0.257
H: -4.141 8.016 -0.097  0.270
H: -4.522 6.343 0.372  0.264
H: -3.764 7.441 1.539  0.312
H: -7.307 8.783 0.100  0.330
H: -7.684 7.119 0.565  0.304
H: -6.539 7.428 -0.763  0.159

## Properties
spin multiplicity = 1

no.,LUMO (eV),Kohn-Sham gap (eV)
1,-1.9653,8.59
2,-6.9178,2.12
3,-1.1496,7.13